[1]
{
  "formula": "C4H6O2",
  "method": "ωB97M-V/def2-TZVPD",
  "symbols": ["O", "C", "C", "C", "O", "C", "H", "H", "H", "H", "H", "H"],
  "xyz": [[0.009, -1.180, -1.179], [-0.096, -0.668, 0.075], [-0.966, -1.056, 1.004], [-0.268, 1.854, -0.977], [0.916, 1.493, -0.568], [0.973, 0.349, 0.324], [-0.748, -1.755, -1.346], [-1.687, -1.848, 0.822], [-0.996, -0.562, 1.966], [-0.018, 2.741, -1.613], [0.926, 0.725, 1.346], [1.957, -0.092, 0.147]],
  "atomic_forces_ev_per_a": [[-0.16, -0.17, -0.05], [-0.04, 0.07, 0.33], [0.06, 0.05, -0.09], [0.51, 0.15, -0.02], [-0.47, 0.12, -0.20], [0.09, -0.16, 0.21], [0.10, 0.07, -0.04], [0.09, 0.08, -0.01], [0.04, -0.05, -0.13], [-0.09, -0.16, 0.11], [-0.04, -0.05, -0.12], [-0.10, 0.05, 0.00]],
  "gap_ev": 9.39,
  "e_homo_ev": -8.53
}

[2]
{
  "formula": "C4H6O2",
  "method": "ωB97M-V/def2-TZVPD",
  "symbols": ["C", "C", "O", "C", "C", "O", "H", "H", "H", "H", "H", "H"],
  "xyz": [[0.761, -1.559, 0.936], [0.548, -0.523, -0.133], [1.108, -0.528, -1.206], [-0.460, 0.605, 0.184], [-0.796, 1.529, -0.953], [-0.927, 0.691, 1.298], [1.548, -2.246, 0.621], [1.019, -1.088, 1.890], [-0.170, -2.113, 1.102], [-1.435, 2.338, -0.594], [0.117, 1.927, -1.406], [-1.313, 0.967, -1.739]],
  "atomic_forces_ev_per_a": [[0.06, -0.06, -0.03], [0.22, -0.15, -0.20], [-0.23, 0.01, 0.41], [-0.22, 0.15, 0.24], [-0.04, 0.08, 0.01], [0.22, -0.07, -0.47], [-0.11, 0.11, 0.04], [-0.06, -0.02, -0.15], [0.10, 0.11, -0.02], [0.09, -0.14, -0.03], [-0.11, -0.08, 0.07], [0.09, 0.05, 0.10]],
  "gap_ev": 9.43,
  "e_homo_ev": -9.59
}

[3]
{
  "formula": "C4H6O2",
  "method": "ωB97M-V/def2-TZVPD",
  "symbols": ["C", "C", "O", "C", "O", "C", "H", "H", "H", "H", "H", "H"],
  "xyz": [[1.562, 0.446, 0.168], [0.160, -1.058, 0.230], [-0.930, -0.648, 0.950], [-1.616, 0.177, 0.040], [-0.649, 1.057, -0.476], [0.485, 0.268, -0.731], [2.558, 0.144, -0.155], [1.450, 1.025, 1.071], [0.783, -1.690, 0.874], [-2.037, -0.436, -0.770], [-2.369, 0.747, 0.576], [0.662, 0.086, -1.792]],
  "atomic_forces_ev_per_a": [[-0.09, -0.51, 0.47], [1.01, 1.63, 0.05], [0.07, 0.18, -0.03], [-0.45, 0.15, 0.03], [-0.05, -0.14, -0.14], [-0.20, -1.26, 0.16], [-0.30, -0.11, 0.27], [-0.10, 0.10, -0.11], [0.22, -0.03, -1.05], [-0.05, 0.07, 0.16], [-0.05, 0.02, -0.07], [-0.01, -0.10, 0.24]],
  "gap_ev": 8.81,
  "e_homo_ev": -7.76
}

[4]
{
  "formula": "C4H6O2",
  "method": "ωB97M-V/def2-TZVPD",
  "symbols": ["C", "C", "C", "O", "C", "O", "H", "H", "H", "H", "H", "H"],
  "xyz": [[-1.095, -0.290, 0.716], [0.467, 0.397, 0.878], [0.735, -0.391, -0.307], [1.125, -1.543, -0.320], [0.361, 0.321, -1.591], [-0.480, 1.176, -1.734], [-1.684, 0.419, 0.123], [-1.456, -0.435, 1.717], [-1.224, -1.265, 0.189], [0.340, 1.481, 0.760], [1.241, 0.220, 1.660], [1.043, -0.022, -2.375]],
  "atomic_forces_ev_per_a": [[0.09, 0.52, 0.84], [-1.03, -0.55, -0.03], [0.84, -0.05, -0.38], [0.51, 0.51, -0.46], [0.05, 0.26, -0.65], [0.58, -0.59, 0.07], [0.17, 0.04, 0.62], [-0.46, 0.14, 0.40], [0.80, 0.74, 0.60], [-0.02, -0.48, -0.31], [-1.45, -0.58, 0.04], [-0.09, 0.03, -0.74]],
  "gap_ev": 9.39,
  "e_homo_ev": -9.53
}

[5]
{
  "formula": "C4H6O2",
  "method": "ωB97M-V/def2-TZVPD",
  "symbols": ["C", "C", "O", "C", "C", "O", "H", "H", "H", "H", "H", "H"],
  "xyz": [[0.987, 0.638, 1.242], [-0.396, 0.589, 0.651], [-1.259, 1.411, 0.874], [-0.724, -0.598, -0.230], [-0.404, -0.568, -1.658], [0.347, -1.363, -0.753], [1.744, 0.390, 0.494], [1.166, 1.619, 1.683], [1.052, -0.129, 2.025], [-1.590, -1.166, 0.104], [0.117, 0.292, -2.080], [-1.039, -1.115, -2.352]],
  "atomic_forces_ev_per_a": [[0.01, 0.11, 0.01], [-0.20, 0.09, 0.05], [0.35, -0.33, -0.05], [-0.17, 0.17, 0.13], [-0.10, 0.11, -0.24], [0.14, -0.13, 0.05], [-0.10, 0.04, 0.09], [-0.02, -0.13, -0.06], [-0.01, 0.09, -0.14], [0.02, 0.06, -0.07], [-0.04, -0.13, 0.13], [0.10, 0.06, 0.10]],
  "gap_ev": 10.75,
  "e_homo_ev": -9.84
}

[6]
{
  "formula": "C4H6O2",
  "method": "ωB97M-V/def2-TZVPD",
  "symbols": ["O", "C", "C", "C", "C", "O", "H", "H", "H", "H", "H", "H"],
  "xyz": [[2.124, -1.072, 0.342], [1.607, -0.024, 0.637], [0.482, 0.641, -0.138], [-0.414, -0.313, -0.931], [-1.355, -0.156, 0.270], [-0.568, 0.931, 0.802], [1.878, 0.529, 1.562], [0.844, 1.549, -0.643], [0.000, -1.308, -1.105], [-0.800, 0.112, -1.860], [-1.351, -1.021, 0.946], [-2.392, 0.138, 0.092]],
  "atomic_forces_ev_per_a": [[-0.18, 0.44, 0.07], [0.11, -0.20, -0.06], [0.20, 0.03, -0.14], [-0.05, -0.08, -0.10], [-0.31, -0.31, 0.06], [-0.04, 0.12, 0.11], [0.05, -0.10, -0.09], [0.00, -0.18, 0.10], [-0.03, 0.16, 0.00], [0.08, -0.06, 0.18], [0.04, 0.12, -0.03], [0.13, 0.06, -0.09]],
  "gap_ev": 10.63,
  "e_homo_ev": -9.67
}